Entry 1:
Entry from the Open Molecules 2025 dataset: C3H4ClNO in the gas phase (the ωB97M-V functional and the def2-TZVPD basis).

Properties
Energy relative to the best compared isomer or geometry (same formula, charge and spin): 11.0 kcal per mole
LUMO: 0.566 eV
Multiplicity: 1
HOMO energy: -8.683 eV
SMILES: N/C=C(\Cl)C=O
Kohn-Sham gap: 9.25 eV

Atoms and positions in Å:
C1 0.283 0.592 0.045
C2 -0.319 -0.593 -0.179
C3 -0.528 -1.440 0.988
H1 0.483 1.417 -1.823
H2 1.036 2.364 -0.530
H3 0.572 0.797 1.084
H4 -0.127 -1.105 1.965
N1 0.583 1.566 -0.829
O1 -1.199 -2.441 0.970
Cl1 -0.784 -1.156 -1.689

***

Entry 2:
Entry from the Open Molecules 2025 dataset: C3H6N2OS in the gas phase (the ωB97M-V functional and the def2-TZVPD basis).

Properties
Energy relative to the best compared isomer or geometry (same formula, charge and spin): 88.1 kcal per mole
LUMO: 0.805 eV
Multiplicity: 1
HOMO energy: -8.798 eV
SMILES: C=C/C(=N\O)NS
Kohn-Sham gap: 9.60 eV

Atoms and positions in Å:
C1 -0.249 -0.580 0.040
C2 -0.481 0.840 -0.355
C3 0.145 1.896 0.131
H1 3.037 0.154 0.258
H2 0.874 -1.943 0.997
H3 -1.258 0.934 -1.099
H4 0.884 1.903 0.907
H5 0.008 2.916 -0.314
H6 -2.821 -1.816 -0.392
N1 0.990 -1.028 0.516
N2 -1.155 -1.465 -0.004
O1 -2.408 -0.950 -0.267
S1 2.433 -0.862 -0.419

***

Entry 3:
Entry from the Open Molecules 2025 dataset: C9H11BO2 in the gas phase (the ωB97M-V functional and the def2-TZVPD basis).

Properties
Energy relative to the best compared isomer or geometry (same formula, charge and spin): 39.0 kcal per mole
LUMO: 0.198 eV
Multiplicity: 1
HOMO energy: -8.747 eV
SMILES: C=C[C@@H](B(O)O)c1ccccc1
Kohn-Sham gap: 8.94 eV

Atoms and positions in Å:
B1 -1.850 -0.997 -0.462
C1 0.882 3.213 0.230
C2 -0.398 2.663 0.367
C3 1.918 2.311 0.085
C4 -0.545 1.282 0.488
C5 1.711 0.994 -0.144
C6 0.464 0.372 0.055
C7 1.258 -2.995 0.205
C8 0.586 -1.930 0.635
C9 -0.008 -0.975 -0.353
O1 -2.589 -1.473 0.635
O2 -2.288 -1.133 -1.770
H1 1.018 4.253 0.430
H2 -1.138 3.415 0.680
H3 2.871 2.628 -0.173
H4 -1.575 0.921 0.428
H5 2.616 0.454 -0.130
H6 1.730 -3.690 0.927
H7 1.265 -3.239 -0.817
H8 0.572 -1.687 1.656
H9 0.171 -1.286 -1.371
H10 -3.504 -1.753 0.469
H11 -3.167 -1.346 -2.072

***

Entry 4:
Entry from the Open Molecules 2025 dataset: a molecular structure, C19H40Br16O3PS (the ωB97M-V functional and the def2-TZVPD basis).

Properties
LUMO: 1.647 eV
Multiplicity: 1
HOMO energy: -3.208 eV
Kohn-Sham gap: 4.85 eV
Net charge: -1

Atoms and positions in Å:
C1 -2.510 -0.246 1.075
C2 -3.364 -1.548 0.805
P1 -2.376 -2.911 -0.006
C3 -1.884 -2.499 -1.763
S1 -0.507 -3.014 1.098
O1 -0.238 -4.570 1.227
O2 -0.628 -2.384 2.488
O3 0.705 -2.431 0.337
H1 -3.198 0.635 1.154
H2 -1.791 -0.143 0.227
H3 -1.940 -0.283 2.030
H4 -3.731 -1.972 1.779
H5 -4.296 -1.332 0.216
H6 -0.803 -2.197 -1.839
H7 -2.491 -1.700 -2.260
H8 -1.972 -3.440 -2.368
Br1 -1.415 -1.684 -5.434
C4 0.316 -1.065 -4.799
C5 1.379 -2.120 -4.974
Br2 1.226 -3.507 -3.612
H9 0.180 -0.760 -3.766
H10 0.544 -0.188 -5.405
H11 2.370 -1.689 -4.832
H12 1.338 -2.617 -5.941
Br3 -1.872 -7.658 4.752
C6 -1.685 -5.849 5.467
C7 -2.043 -4.804 4.429
Br4 -0.589 -4.539 3.048
H13 -0.665 -5.757 5.830
H14 -2.371 -5.816 6.319
H15 -2.162 -3.827 4.910
H16 -2.946 -5.048 3.874
Br5 3.010 1.877 4.131
C8 1.794 0.364 4.336
C9 0.802 0.304 3.208
Br6 -0.607 1.637 3.428
H17 1.328 0.461 5.314
H18 2.434 -0.518 4.329
H19 0.286 -0.656 3.199
H20 1.252 0.477 2.233
Br7 1.888 -0.426 -1.736
C10 2.470 1.139 -0.739
C11 1.353 2.138 -0.578
Br8 1.049 3.142 -2.227
H21 3.333 1.545 -1.261
H22 2.784 0.755 0.232
H23 1.616 2.889 0.167
H24 0.403 1.680 -0.307
Br9 5.933 -3.241 0.022
C12 4.734 -4.773 0.174
C13 3.782 -4.844 -0.990
Br10 2.343 -3.531 -0.802
H25 4.230 -4.687 1.134
H26 5.390 -5.644 0.190
H27 3.283 -5.812 -1.019
H28 4.265 -4.661 -1.950
Br11 -5.683 1.800 -1.833
C14 -4.034 2.555 -1.115
C15 -2.942 2.565 -2.150
Br12 -2.175 0.791 -2.394
H29 -3.781 1.979 -0.230
H30 -4.292 3.571 -0.821
H31 -2.111 3.190 -1.823
H32 -3.280 2.901 -3.127
Br13 3.895 5.019 2.327
C16 5.332 5.781 3.397
C17 6.642 5.084 3.132
Br14 6.717 3.356 4.024
H33 5.018 5.724 4.436
H34 5.387 6.826 3.094
H35 7.471 5.656 3.550
H36 6.825 4.905 2.076
Br15 -3.923 6.097 -2.634
C18 -5.156 5.434 -3.990
C19 -4.636 5.696 -5.379
Br16 -4.875 7.562 -5.887
H37 -6.119 5.899 -3.797
H38 -5.231 4.362 -3.805
H39 -5.205 5.126 -6.114
H40 -3.578 5.470 -5.490

***

Entry 5:
Entry from the Open Molecules 2025 dataset: 2 unconnected molecules or ions with the total composition C22H30Cl2O4 (the ωB97M-V functional and the def2-TZVPD basis).

Properties
LUMO: -0.562 eV
Multiplicity: 1
HOMO energy: -8.514 eV
SMILES: CC(C)C[C@H](C)COC1=C(CCCc2ccccc2)C(=O)OC1=O.ClCCCl
Kohn-Sham gap: 7.95 eV

Atoms and positions in Å:
C1 3.732 2.074 1.542
C2 4.870 1.048 1.065
C3 4.991 -0.193 2.119
C4 4.800 0.593 -0.465
C5 3.378 0.093 -1.001
C6 2.352 1.305 -1.381
C7 2.676 -1.044 -0.106
O1 1.632 -0.543 0.782
C8 1.205 -1.711 1.506
C9 0.137 -2.580 1.164
C10 -0.905 -2.527 -0.034
C11 -1.426 -1.053 -0.407
C12 -2.958 -0.763 0.038
C13 -2.974 0.779 0.541
C14 -3.018 1.878 -0.545
C15 -2.992 3.355 -0.089
C16 -2.935 3.655 1.433
C17 -2.901 2.553 2.515
C18 -2.925 1.053 2.071
C19 0.113 -3.741 2.254
O2 -0.781 -4.496 2.653
O3 1.497 -3.777 2.702
C20 1.812 -2.381 2.818
O4 2.405 -1.919 3.803
H1 4.224 2.757 2.335
H2 3.533 2.777 0.645
H3 2.766 1.592 1.903
H4 5.873 1.614 1.187
H5 5.401 -1.143 1.641
H6 3.898 -0.414 2.430
H7 5.522 0.121 3.079
H8 5.253 1.423 -1.128
H9 5.528 -0.300 -0.578
H10 3.586 -0.418 -2.019
H11 2.982 2.065 -1.975
H12 1.590 0.879 -2.117
H13 1.880 1.783 -0.458
H14 2.147 -1.750 -0.858
H15 3.413 -1.706 0.466
H16 -0.526 -3.029 -0.994
H17 -1.835 -3.137 0.283
H18 -0.773 -0.282 0.121
H19 -1.324 -0.836 -1.538
H20 -3.324 -1.436 0.883
H21 -3.697 -0.811 -0.831
H22 -3.059 1.663 -1.676
H23 -2.992 4.214 -0.832
H24 -2.894 4.745 1.780
H25 -2.834 2.742 3.636
H26 -2.874 0.198 2.835
Cl1 -4.108 0.613 -3.038
C21 -4.694 -0.428 -4.362
C22 -6.150 -0.809 -4.186
Cl2 -6.393 -1.911 -2.809
H27 -4.051 -1.308 -4.410
H28 -4.568 0.137 -5.288
H29 -6.506 -1.332 -5.076
H30 -6.780 0.069 -4.033

***

Entry 6:
Entry from the Open Molecules 2025 dataset: a molecular structure, C51H36BrLuN8O10 (the ωB97M-V functional and the def2-TZVPD basis).

Properties
Energy relative to the best compared isomer or geometry (same formula, charge and spin): 0.0 kcal per mole
LUMO: 3.466 eV
Multiplicity: 1
HOMO energy: -2.081 eV
Kohn-Sham gap: 5.55 eV
Net charge: -2

Atoms and positions in Å:
Lu1 -0.269 0.657 -0.989
O1 -3.352 2.542 -3.843
C1 -2.856 1.852 -2.994
N1 -1.537 1.916 -2.639
C2 -0.830 3.028 -2.926
C3 -1.272 4.348 -3.165
C4 -0.366 5.310 -3.409
C5 1.035 5.095 -3.410
C6 1.470 3.817 -3.201
C7 0.560 2.818 -2.976
N2 1.031 1.517 -2.735
C8 1.997 0.981 -3.482
O2 2.485 1.389 -4.545
C9 2.717 -0.236 -2.841
C10 3.812 -0.883 -3.417
C11 4.454 -1.895 -2.640
C12 3.959 -2.149 -1.330
C13 2.839 -1.430 -0.889
N3 2.243 -0.486 -1.623
C14 -3.521 0.613 -2.383
C15 -4.863 0.373 -2.639
C16 -5.532 -0.664 -2.009
C17 -4.892 -1.324 -0.951
C18 -3.552 -1.058 -0.823
N4 -2.812 -0.161 -1.580
H1 -2.330 4.520 -3.308
H2 -0.807 6.290 -3.668
H3 1.641 5.952 -3.474
H4 2.539 3.692 -3.260
H5 4.193 -0.659 -4.405
H6 5.345 -2.391 -2.992
H7 4.309 -2.929 -0.719
H8 2.460 -1.687 0.072
H9 -5.272 0.987 -3.423
H10 -6.547 -0.904 -2.311
H11 -5.369 -2.015 -0.264
H12 -2.900 -1.681 -0.115
O3 -3.766 1.873 3.848
C19 -2.734 2.709 3.581
C20 -2.762 4.001 4.203
C21 -1.847 4.935 3.912
C22 -0.796 4.686 3.046
C23 -0.709 3.448 2.513
C24 -1.651 2.416 2.737
C25 -1.484 1.168 1.844
O4 -1.705 1.395 0.529
N5 -2.522 0.162 2.223
N6 -2.157 -0.922 2.905
C26 -2.743 -2.006 2.643
C27 -2.422 -3.257 3.325
Br1 -3.687 -4.577 2.797
C28 -1.330 -3.642 4.028
C29 -0.027 -3.006 4.377
C30 0.168 -1.641 4.693
C31 1.462 -1.197 5.009
C32 2.520 -2.093 5.142
C33 2.296 -3.456 4.972
C34 1.047 -3.853 4.520
H13 -3.530 1.125 3.314
H14 -3.573 4.262 4.901
H15 -1.790 5.885 4.340
H16 -0.043 5.367 2.690
H17 0.128 3.217 1.916
H18 -0.520 0.700 2.099
H19 -2.999 -0.075 1.329
H20 -3.502 -2.061 1.851
H21 -1.259 -4.740 4.276
H22 -0.684 -0.906 4.524
H23 1.755 -0.109 5.098
H24 3.486 -1.673 5.286
H25 3.105 -4.179 4.850
H26 1.034 -4.853 4.163
O5 0.493 -3.380 0.804
C35 -0.031 -2.426 0.264
O6 -0.089 -1.218 0.571
C36 -0.748 -2.731 -1.140
C37 -1.498 -3.917 -1.397
C38 -2.079 -4.018 -2.637
C39 -1.845 -3.030 -3.597
C40 -2.502 -3.110 -4.844
C41 -2.450 -1.985 -5.757
C42 -1.721 -0.860 -5.294
C43 -1.027 -0.779 -4.127
C44 -1.153 -1.845 -3.207
N7 -0.562 -1.766 -2.006
H27 -1.662 -4.718 -0.622
H28 -2.763 -4.783 -2.960
H29 -2.962 -4.039 -5.151
H30 -3.016 -1.867 -6.648
H31 -1.699 -0.039 -5.941
H32 -0.436 0.127 -3.865
O7 2.732 3.519 0.750
C45 2.441 2.345 0.581
O8 1.300 1.917 0.109
C46 3.358 1.204 1.176
C47 2.953 0.017 1.693
C48 3.858 -0.891 2.242
C49 5.227 -0.552 2.380
C50 5.645 0.641 1.768
C51 4.762 1.517 1.144
N8 7.037 1.054 1.795
O9 7.400 1.859 0.969
O10 7.745 0.405 2.554
H33 1.935 -0.268 1.845
H34 3.480 -1.837 2.628
H35 5.931 -1.312 2.769
H36 4.975 2.521 0.969

***

Entry 7:
Entry from the Open Molecules 2025 dataset: a molecular structure, C39H46BrN6P2S3Zr (the ωB97M-V functional and the def2-TZVPD basis).

Properties
LUMO: -3.831 eV
Multiplicity: 1
HOMO energy: -9.650 eV
Kohn-Sham gap: 5.82 eV
Net charge: +1

Atoms and positions in Å:
Zr1 -0.084 -1.669 0.862
C1 -2.521 1.084 3.653
C2 -1.787 -0.033 2.968
N1 -1.827 -0.196 1.662
N2 -2.629 0.643 0.961
C3 -2.881 0.473 -0.355
N3 -3.774 1.309 -0.922
S1 -2.162 -0.769 -1.195
C4 -1.069 -1.039 3.712
C5 -0.746 -0.906 5.072
C6 -0.149 -1.953 5.742
C7 0.043 -3.152 5.064
C8 -0.258 -3.197 3.715
N4 -0.745 -2.166 3.019
H1 -2.228 2.051 3.236
H2 -2.298 1.108 4.711
H3 -3.602 0.962 3.550
H4 -3.064 1.421 1.451
H5 -4.082 2.143 -0.447
H6 -3.900 1.266 -1.919
H7 -0.924 0.021 5.591
H8 0.139 -1.847 6.775
H9 0.469 -4.018 5.545
H10 -0.088 -4.118 3.170
S2 1.215 0.324 2.219
P1 1.553 1.183 0.448
C9 0.773 0.087 -0.775
P2 0.425 0.190 -2.590
S3 1.868 -1.343 -0.705
C10 -0.229 1.891 -2.809
C11 0.587 2.996 -2.592
C12 0.079 4.273 -2.720
C13 -1.245 4.456 -3.090
C14 -2.051 3.362 -3.354
C15 -1.545 2.080 -3.217
C16 2.006 0.465 -3.494
C17 1.827 0.700 -4.858
C18 2.913 0.796 -5.706
C19 4.197 0.653 -5.201
C20 4.384 0.424 -3.850
C21 3.295 0.323 -3.001
C22 0.751 2.812 0.593
C23 1.382 3.847 1.273
C24 0.707 5.036 1.489
C25 -0.595 5.191 1.039
C26 -1.235 4.148 0.388
C27 -0.560 2.962 0.167
C28 3.340 1.452 0.241
C29 4.190 0.472 0.748
C30 5.550 0.558 0.514
C31 6.058 1.607 -0.235
C32 5.214 2.591 -0.727
C33 3.853 2.519 -0.494
H11 1.626 2.839 -2.334
H12 0.714 5.129 -2.538
H13 -1.641 5.457 -3.181
H14 -3.070 3.516 -3.682
H15 -2.151 1.213 -3.449
H16 0.823 0.801 -5.249
H17 2.759 0.971 -6.762
H18 5.047 0.709 -5.865
H19 5.382 0.312 -3.449
H20 3.478 0.118 -1.959
H21 2.393 3.718 1.634
H22 1.202 5.849 2.003
H23 -1.109 6.128 1.190
H24 -2.247 4.273 0.029
H25 -1.026 2.149 -0.370
H26 3.790 -0.350 1.328
H27 6.204 -0.205 0.910
H28 7.117 1.662 -0.434
H29 5.615 3.413 -1.303
H30 3.193 3.289 -0.868
C34 -3.224 -3.785 2.901
N5 -2.919 -3.271 1.566
C35 -4.097 -2.526 1.127
C36 -2.685 -4.413 0.678
C37 -2.067 -4.046 -0.667
N6 -0.657 -3.585 -0.638
C38 -0.316 -3.340 -2.057
C39 0.220 -4.695 -0.212
H31 -4.137 -4.397 2.895
H32 -3.376 -2.953 3.586
H33 -2.407 -4.399 3.272
H34 -4.998 -3.156 1.150
H35 -3.966 -2.142 0.120
H36 -4.255 -1.687 1.801
H37 -3.633 -4.940 0.469
H38 -2.032 -5.121 1.193
H39 -2.670 -3.269 -1.142
H40 -2.134 -4.941 -1.306
H41 -0.442 -4.268 -2.630
H42 0.719 -3.011 -2.158
H43 -0.963 -2.579 -2.495
H44 0.010 -5.595 -0.804
H45 0.092 -4.930 0.845
H46 1.263 -4.409 -0.378
Br1 2.028 -3.008 1.912

***

Entry 8:
Entry from the Open Molecules 2025 dataset: a molecular structure, C11H14N2O (the ωB97M-V functional and the def2-TZVPD basis).

Properties
Energy relative to the best compared isomer or geometry (same formula, charge and spin): 119.6 kcal per mole
LUMO: -0.097 eV
Multiplicity: 1
HOMO energy: -7.839 eV
Kohn-Sham gap: 7.74 eV

Atoms and positions in Å:
C1 -0.812 0.063 1.754
N1 0.313 -0.085 1.520
C2 -6.059 -5.837 2.724
O1 -4.872 -5.251 3.312
C3 -4.509 -3.997 2.942
C4 -3.333 -3.460 3.535
C5 -2.923 -2.188 3.215
C6 -3.682 -1.365 2.339
C7 -3.277 -0.012 2.141
N2 -4.094 1.003 2.203
C8 -3.642 2.372 1.908
C9 -5.520 0.874 2.583
C10 -4.832 -1.935 1.713
C11 -5.237 -3.220 2.006
H1 -6.118 -6.825 3.183
H2 -6.957 -5.252 2.967
H3 -5.962 -5.934 1.633
H4 -2.773 -4.078 4.233
H5 -2.023 -1.764 3.665
H6 -2.048 0.219 2.015
H7 -4.511 3.028 1.991
H8 -2.874 2.683 2.629
H9 -3.226 2.430 0.892
H10 -5.880 1.888 2.766
H11 -6.116 0.433 1.775
H12 -5.638 0.275 3.495
H13 -5.387 -1.344 0.987
H14 -6.122 -3.638 1.517

***

Entry 9:
Entry from the Open Molecules 2025 dataset: 2 unconnected molecules or ions with the total composition C4H11FO (the ωB97M-V functional and the def2-TZVPD basis).

Properties
Energy relative to the best compared isomer or geometry (same formula, charge and spin): 12.3 kcal per mole
LUMO: 1.101 eV
Multiplicity: 1
HOMO energy: -9.885 eV
SMILES: CCF.COC
Kohn-Sham gap: 10.99 eV

Atoms and positions in Å:
F1 0.138 1.061 -1.605
C1 -1.105 -0.955 -1.818
C2 0.240 -0.288 -1.951
H1 -1.472 -0.886 -0.780
H2 -1.023 -2.020 -2.092
H3 -1.844 -0.477 -2.484
H4 0.999 -0.744 -1.287
H5 0.627 -0.335 -2.987
O1 0.247 -0.316 1.542
C3 1.518 0.304 1.536
C4 -0.768 0.638 1.784
H6 2.272 -0.479 1.344
H7 1.743 0.778 2.506
H8 1.594 1.068 0.745
H9 -0.641 1.127 2.765
H10 -0.790 1.416 1.003
H11 -1.735 0.107 1.778

***

Entry 10:
Entry from the Open Molecules 2025 dataset: a molecular structure, H3OPS2 (the ωB97M-V functional and the def2-TZVPD basis).

Properties
Energy relative to the best compared isomer or geometry (same formula, charge and spin): 99.5 kcal per mole
LUMO (spin up / spin down): -0.844 / -1.875 eV
Multiplicity: 1
HOMO energy (spin up / spin down): -8.788 / -8.011 eV
Kohn-Sham gap (spin up / spin down): 7.94 / 6.14 eV

Atoms and positions in Å:
O1 -2.100 -0.291 -0.684
P1 -1.434 1.084 -0.263
S1 -4.452 0.228 0.689
S2 -3.646 -0.993 -0.536
H1 -2.394 2.004 3.354
H2 -2.608 1.730 0.058
H3 -2.115 1.384 2.868

***

Entry 11:
Entry from the Open Molecules 2025 dataset: C4H5F3OS in the gas phase (the ωB97M-V functional and the def2-TZVPD basis).

Properties
Energy relative to the best compared isomer or geometry (same formula, charge and spin): 25.7 kcal per mole
LUMO: 0.532 eV
Multiplicity: 1
HOMO energy: -9.398 eV
Kohn-Sham gap: 9.93 eV

Atoms and positions in Å:
C1 1.017 0.450 0.321
C2 0.873 -1.097 0.201
C3 -0.083 1.141 -0.462
C4 -1.365 0.421 0.033
O1 -0.985 -2.657 -0.660
F1 -0.153 2.498 -0.292
F2 -1.755 0.824 1.193
F3 -2.336 0.566 -0.872
S1 -0.885 -1.541 0.296
H1 0.954 0.807 1.532
H2 1.995 0.768 -0.183
H3 1.364 -1.538 -0.667
H4 1.261 -1.606 1.006
H5 0.098 0.963 -1.446

***

Entry 12:
Entry from the Open Molecules 2025 dataset: C3H5NOS in the gas phase (the ωB97M-V functional and the def2-TZVPD basis).

Properties
Energy relative to the best compared isomer or geometry (same formula, charge and spin): 96.5 kcal per mole
LUMO: -0.677 eV
Multiplicity: 1
HOMO energy: -9.549 eV
Kohn-Sham gap: 8.87 eV

Atoms and positions in Å:
C1 -0.478 -0.331 -0.215
C2 1.872 0.393 0.051
C3 -1.942 -0.168 0.123
N1 0.198 -1.348 -0.342
O1 1.961 -0.758 -0.664
S1 0.322 1.274 -0.455
H1 1.846 0.274 1.158
H2 2.769 1.018 -0.315
H3 -1.874 -0.538 1.059
H4 -2.558 -0.742 -0.446
H5 -2.115 0.926 0.046